15
Properties=species:S:1:pos:R:3:forces:R:3:lowdin_charge:R:1 method="wB97M-V/def2-TZVPD" max_force_ev_per_a=2.43 homo_energy_ev="-8.0 / -8.8" total_energy_ha=-304.6300 homo_lumo_gap_ha="0.290 / 0.340" lumo_energy_ev="-0.15 / 0.47" charge=0 de_lowest_ev=5.591
C -1.7623 -1.1596 0.4394 0.087 -0.784 0.776 -0.119
C -0.9916 -0.4585 -0.5985 -1.125 0.268 -1.027 -0.138
C -0.3482 0.8289 -0.3028 0.361 0.201 0.811 -0.198
N 0.8124 0.4312 0.5128 -0.639 -0.181 1.464 -0.032
C 2.1809 0.9033 0.4751 0.709 1.880 -0.115 -0.025
C 1.7338 -0.2698 -0.2029 -0.322 -0.314 -0.183 -0.528
N 1.6956 -0.9404 -1.2056 0.212 -1.843 -1.576 0.242
H -1.5260 -0.8446 1.4632 0.131 0.058 -0.262 0.077
H -1.5537 -2.2379 0.3880 -0.146 0.119 0.043 0.081
H -2.8486 -1.0542 0.3260 0.048 0.067 -0.206 0.078
H -1.2688 -0.6804 -1.6227 0.217 0.036 -0.005 0.097
H -0.0930 1.4085 -1.1936 0.246 -0.067 -0.011 0.122
H -0.9490 1.4324 0.3820 -0.249 0.134 -0.205 0.122
H 2.3520 1.7169 -0.2254 0.481 0.220 0.256 0.117
H 2.7575 0.8445 1.3823 -0.011 0.207 0.242 0.105